one) {
  "formula": "C25H36BN6O2PtS4",
  "method": "ωB97M-V/def2-TZVPD",
  "homo_energy_ev": -15.46,
  "spin_multiplicity": 1,
  "homo_lumo_gap_ev": 4.28,
  "total_charge": 3,
  "elements": ["Pt", "N", "C", "C", "N", "C", "C", "N", "C", "C", "N", "H", "H", "H", "H", "H", "H", "C", "C", "S", "C", "C", "S", "C", "C", "S", "H", "H", "H", "H", "H", "H", "H", "H", "H", "H", "H", "H", "S", "C", "N", "C", "C", "N", "H", "H", "H", "H", "H", "H", "C", "C", "C", "C", "C", "C", "C", "C", "O", "B", "O", "C", "C", "H", "H", "H", "H", "H", "H", "H", "H", "H", "H", "H", "H"],
  "xyz": [[-0.01344, 0.15511, -0.39167], [-2.99477, -1.03844, 2.39348], [-2.70924, 0.05508, 3.18111], [-1.64724, 0.67104, 2.60561], [-1.27259, -0.04482, 1.48085], [-2.12226, -1.05471, 1.38236], [-1.98161, -1.96259, 0.28010], [-1.06384, -1.68382, -0.62166], [-1.08881, -2.69808, -1.56602], [-2.03629, -3.59268, -1.19533], [-2.59212, -3.10944, -0.02180], [-3.75376, -1.68209, 2.56231], [-3.27362, 0.29243, 4.06753], [-1.13315, 1.56070, 2.92051], [-0.42624, -2.71809, -2.41267], [-2.35990, -4.51414, -1.65004], [-3.33651, -3.55900, 0.49136], [3.51896, -2.97606, 0.92776], [2.69472, -2.53822, 2.13388], [1.26103, -1.46008, 1.77741], [1.67786, 0.12950, 2.52863], [2.77344, 0.86785, 1.82797], [2.28169, 1.41757, 0.15230], [3.54579, 0.61107, -0.87805], [3.52644, -0.91695, -0.91560], [4.63083, -1.68332, 0.31885], [2.89183, -3.30843, 0.10117], [4.15313, -3.80822, 1.23243], [3.31365, -2.02132, 2.86638], [2.27278, -3.42467, 2.60924], [1.92252, -0.03876, 3.57790], [0.76271, 0.71055, 2.47283], [3.68541, 0.28103, 1.72748], [3.00529, 1.78163, 2.38215], [4.50257, 0.99605, -0.51383], [3.36111, 1.02583, -1.86727], [3.85437, -1.25717, -1.89778], [2.52411, -1.29013, -0.73946], [0.98908, -0.22602, -2.49287], [0.26096, 0.62675, -3.83889], [0.58441, 0.29698, -5.07641], [-0.08102, 1.16279, -6.07216], [-0.99569, 2.02999, -5.18338], [-0.60456, 1.61236, -3.81923], [1.23761, -0.43121, -5.31779], [-0.63820, 0.56504, -6.78769], [0.65699, 1.74902, -6.61369], [-2.05039, 1.82553, -5.34913], [-0.81696, 3.09295, -5.32134], [-0.95073, 2.05094, -2.97794], [-0.63595, 8.61247, 1.50322], [-1.74705, 7.56526, 1.73152], [-1.82768, 7.25763, 3.22317], [-3.08307, 8.18008, 1.27329], [-1.43389, 6.34771, 0.87874], [-1.37618, 6.48389, -0.52660], [-1.13442, 5.42195, -1.38174], [-0.93574, 4.20181, -0.78091], [-0.67494, 2.95231, -1.36591], [-0.53793, 2.08528, -0.32131], [-0.70059, 2.70292, 0.88701], [-0.95725, 4.05241, 0.58531], [-1.20165, 5.09250, 1.44646], [-0.86310, 9.50172, 2.09211], [-0.55803, 8.91049, 0.45713], [0.33245, 8.22136, 1.82340], [-2.05331, 8.17370, 3.76744], [-0.88311, 6.86871, 3.61295], [-2.62272, 6.54011, 3.44574], [-3.30648, 9.04829, 1.89357], [-3.89656, 7.45898, 1.38350], [-3.05735, 8.50733, 0.23361], [-1.52666, 7.46237, -0.96106], [-1.09760, 5.55071, -2.45559], [-1.22097, 4.93614, 2.51638]],
  "mulliken_charge": [0.020, -0.024, -1.077, -0.386, 0.372, 0.048, 0.217, 0.073, -0.334, -0.832, -0.023, 0.206, 0.421, 0.525, 0.536, 0.407, 0.188, -0.643, -0.976, 0.348, -0.255, -0.655, 0.244, -1.092, 0.076, -0.067, 0.276, 0.481, 0.446, 0.527, 0.763, -0.459, 0.327, 0.640, 0.665, 0.477, 0.549, -0.461, -0.537, 0.339, -0.136, -0.516, -0.537, 0.250, 0.202, 0.325, 0.325, 0.351, 0.324, 0.280, -1.518, 1.830, -1.990, -1.524, 0.455, -0.620, -2.363, 1.164, -0.527, 1.326, -0.108, 0.533, -0.930, 0.446, 0.342, 0.380, 0.415, 0.381, 0.400, 0.454, 0.376, 0.336, 0.461, 0.473, 0.591]
}


two) {
  "formula": "C25H36BN6O2PtS4",
  "method": "ωB97M-V/def2-TZVPD",
  "homo_energy_ev": -15.22,
  "spin_multiplicity": 1,
  "homo_lumo_gap_ev": 5.33,
  "total_charge": 3,
  "elements": ["Pt", "N", "C", "C", "N", "C", "C", "N", "C", "C", "N", "H", "H", "H", "H", "H", "H", "C", "C", "S", "C", "C", "S", "C", "C", "S", "H", "H", "H", "H", "H", "H", "H", "H", "H", "H", "H", "H", "S", "C", "N", "C", "C", "N", "H", "H", "H", "H", "H", "H", "C", "C", "C", "C", "C", "C", "C", "C", "O", "B", "O", "C", "C", "H", "H", "H", "H", "H", "H", "H", "H", "H", "H", "H", "H"],
  "xyz": [[0.50787, 1.59549, -0.05539], [2.15323, 1.53456, 3.71318], [0.88365, 1.68478, 4.21717], [0.05283, 1.80659, 3.14870], [0.81340, 1.75857, 2.00331], [2.07647, 1.57149, 2.38041], [3.04397, 1.35522, 1.33329], [2.57849, 1.33906, 0.08875], [3.61822, 0.95860, -0.73230], [4.72883, 0.80736, 0.03483], [4.34832, 1.06415, 1.33168], [2.98489, 1.40772, 4.27246], [0.68347, 1.70080, 5.27460], [-1.01093, 1.95207, 3.13659], [3.50344, 0.78287, -1.78736], [5.73717, 0.53380, -0.22461], [4.96308, 1.01980, 2.13214], [-1.94732, 3.18362, -2.90686], [-0.71865, 2.47014, -3.45247], [0.63339, 1.78461, -2.40018], [1.88378, 3.10548, -2.53939], [1.50709, 4.43017, -1.92120], [1.06894, 4.25564, -0.16109], [-0.34899, 5.38516, -0.05133], [-1.64512, 4.84914, -0.63402], [-1.82423, 4.93021, -2.44473], [-2.39497, 2.62771, -2.09416], [-2.66559, 3.16993, -3.73005], [-0.16071, 3.12361, -4.12521], [-1.02357, 1.59220, -4.02282], [2.09515, 3.20007, -3.60617], [2.77900, 2.70616, -2.07264], [0.65053, 4.87201, -2.42351], [2.35254, 5.11380, -2.00462], [-0.02442, 6.32084, -0.50837], [-0.47586, 5.57919, 1.01461], [-2.47999, 5.39576, -0.19356], [-1.73689, 3.80366, -0.35212], [-1.76075, 1.22206, 0.66297], [-3.25330, 1.63489, -0.15522], [-4.06092, 2.57869, 0.27589], [-5.35510, 2.57442, -0.43365], [-5.19639, 1.37189, -1.39376], [-3.80536, 0.94378, -1.13758], [-3.84108, 3.17292, 1.05935], [-5.48678, 3.51530, -0.96431], [-6.17307, 2.44721, 0.27124], [-5.32459, 1.64982, -2.43690], [-5.87943, 0.55868, -1.15708], [-3.43356, 0.05554, -1.43684], [-0.32757, -7.14314, 0.26763], [0.50529, -6.27775, 1.22477], [-0.22431, -6.19582, 2.56554], [1.87432, -6.93421, 1.45307], [0.70664, -4.89905, 0.59597], [1.37359, -4.80107, -0.63607], [1.58604, -3.59907, -1.29884], [1.10366, -2.47789, -0.66652], [1.15670, -1.12805, -1.08637], [0.51326, -0.47652, -0.08296], [0.06832, -1.24789, 0.93775], [0.45471, -2.55019, 0.54371], [0.23307, -3.73472, 1.20631], [-0.48347, -8.12945, 0.70554], [0.16950, -7.28389, -0.69254], [-1.30652, -6.69693, 0.08341], [-0.34486, -7.20037, 2.96958], [-1.22327, -5.76639, 2.46238], [0.33653, -5.61492, 3.30134], [1.73958, -7.91470, 1.91051], [2.49403, -6.33292, 2.12091], [2.41944, -7.08029, 0.52024], [1.74114, -5.70515, -1.10136], [2.09728, -3.55374, -2.25013], [-0.28322, -3.75308, 2.15448]],
  "mulliken_charge": [2.460, -0.023, -0.835, -0.448, 0.010, 0.041, 0.211, -0.275, -0.622, -0.868, -0.020, 0.198, 0.424, 0.558, 0.644, 0.430, 0.204, 0.861, -1.060, 0.140, -1.107, -0.655, 0.066, -0.863, 0.687, -0.084, -1.191, 0.531, 0.537, 0.599, 0.675, 0.342, 0.249, 0.620, 0.479, 0.484, 0.554, -1.160, -0.292, -0.232, 0.054, -0.460, -0.504, -0.008, 0.249, 0.296, 0.358, 0.304, 0.374, 0.225, -1.535, 1.859, -2.005, -1.539, 0.650, -0.598, -2.266, 0.806, -0.407, 0.886, -0.630, 0.603, -1.150, 0.445, 0.344, 0.374, 0.417, 0.388, 0.397, 0.447, 0.376, 0.333, 0.458, 0.530, 0.663]
}


Stability comparison, relative energies in hartree: one) 0.0429; two) 0.0000